*P*
An isolated ion of composition C6H13N2S and charge +1. Source: OMol25; level of theory: ωB97M-V with the def2-TZVPD basis set.

Structure (XYZ):
```
22
Properties=species:S:1:pos:R:3
C -2.2047 -0.1059 -0.0316
C -1.7602 1.3259 0.2850
C 0.4378 0.3030 0.0446
C 0.3660 0.5237 -1.4147
C 2.1324 -1.6354 0.0390
C 1.6191 -0.3282 0.6908
N -1.3897 -1.1291 0.1960
N -0.5115 1.1390 0.8587
S -3.8352 -0.4443 -0.2787
H -1.7314 1.9695 -0.6767
H -2.4659 1.7769 0.8815
H 0.9482 1.4740 -1.7535
H -0.6618 0.7728 -1.5417
H 0.5646 -0.2594 -2.0212
H 3.0644 -1.8876 0.4976
H 2.1782 -1.4502 -0.9816
H 1.5079 -2.4637 0.1784
H 2.4312 0.2789 0.5128
H 1.5868 -0.4756 1.7527
H -1.7501 -2.0352 -0.1519
H 0.0987 2.0199 1.1851
H -0.6248 0.6310 1.7292
```

As for the HOMO energy (alpha / beta): -0.427 / -0.427 Eh. The net charge is +1. The HOMO-LUMO gap (alpha / beta) comes out at 5.93 / 5.93 eV.

***

*Q*
An isolated ion of composition C6H13N2S and charge +1. Source: OMol25; level of theory: ωB97M-V with the def2-TZVPD basis set.

Structure (XYZ):
```
22
Properties=species:S:1:pos:R:3
S 3.1162 0.5660 0.1338
N 1.5234 -0.0153 0.4039
C 1.4142 -1.5055 0.4351
C -0.0142 -1.7757 -0.0215
C -0.5901 -0.5698 -0.8798
C -1.9265 0.1660 -0.7461
C -1.6519 1.0267 0.5655
N -0.2818 1.5626 0.2363
C 0.4477 0.5125 -0.5678
H 3.3034 1.1812 1.4590
H 1.7551 -1.7197 1.3940
H 2.0934 -1.8758 -0.3114
H -0.2142 -2.6571 -0.4642
H -0.7638 -1.7135 0.7430
H -0.4127 -0.8050 -1.8685
H -2.7361 -0.5324 -0.5311
H -2.0346 0.7335 -1.5565
H -2.4964 1.6494 0.7793
H -1.4691 0.5064 1.5384
H -0.2677 2.4333 -0.3533
H 0.2117 1.6981 1.0664
H 0.9938 1.1341 -1.4544
```

As for the HOMO energy: -0.481 Eh. The net charge is +1. The HOMO-LUMO gap comes out at 9.96 eV.

***

Relative to the most stable structure, the computed energies are *P* 0.0904; *Q* 0.0000, all in hartree.

***

*P*
A 2-piece molecular cluster, C5H9F2N overall. Source: OMol25; level of theory: ωB97M-V with the def2-TZVPD basis set.

Structure (XYZ):
```
17
Properties=species:S:1:pos:R:3
C 1.5609 1.8220 -1.1129
C 1.4592 0.5958 -0.3448
C 2.0298 -0.5115 -0.7378
F 2.7600 -0.7089 -1.9056
F 2.1861 -1.6314 0.0241
H 0.7306 1.7124 -1.8321
H 1.4136 2.6475 -0.3553
H 2.5324 2.0174 -1.6555
H 1.1082 0.9056 0.6134
C -1.2843 -0.8103 2.0015
N -1.5568 -0.2283 0.9305
C -2.4705 -0.8340 0.0221
H -1.7037 -1.8192 2.1950
H -0.6499 -0.3320 2.8079
H -3.3792 -0.3191 0.0672
H -2.0996 -0.6283 -0.9745
H -2.6369 -1.8777 0.2569
```

As for the HOMO energy: -0.347 Eh. The HOMO-LUMO gap comes out at 10.41 eV.

***

*Q*
A 2-piece molecular cluster, C5H9F2N overall. Source: OMol25; level of theory: ωB97M-V with the def2-TZVPD basis set.

Structure (XYZ):
```
17
Properties=species:S:1:pos:R:3
C -0.3365 0.6810 0.6839
C 0.1297 -0.3771 -0.2628
C -1.3569 -0.2118 0.1510
C 0.6771 -1.6983 0.2147
C 0.6603 0.3146 -1.5338
N -0.1803 2.0509 0.6275
F -2.1137 -1.0718 0.8309
F -2.1596 0.2291 -0.9098
H 0.0668 -0.0598 3.0027
H 0.2739 -2.5658 -0.3865
H 0.2669 -2.0483 1.1962
H 1.7900 -1.8596 0.0679
H 1.6201 0.5992 -1.4292
H 0.1350 1.3440 -1.6708
H 0.3560 -0.2578 -2.5145
H -0.5487 2.4856 1.4835
H 0.7200 2.4461 0.4492
```

As for the HOMO energy (alpha / beta): -0.359 / -0.286 Eh. The HOMO-LUMO gap (alpha / beta) comes out at 9.80 / 7.37 eV.

***

Relative to the most stable structure, the computed energies are *P* 0.0000; *Q* 0.1291, all in hartree.

***

*P*
A single C8H12N6 molecule. Source: OMol25; level of theory: ωB97M-V with the def2-TZVPD basis set.

Structure (XYZ):
```
26
Properties=species:S:1:pos:R:3
C 2.3376 0.6532 -2.3348
C 2.0878 -0.5419 -1.4905
N 3.0274 -1.0619 -0.7361
C 2.7127 -1.6327 0.4000
N 1.6574 -1.2434 1.0436
N 0.8497 -0.4807 0.4069
C -0.3791 -0.3102 0.7402
C -1.0635 -1.0377 1.8556
C -1.5166 0.0266 2.9128
N -1.0979 0.4389 -0.0935
N -0.6280 0.8877 -1.3114
C -1.7676 1.4050 -1.8441
C -2.8261 1.3032 -0.9401
N -2.3566 0.5908 0.1116
H 2.3342 0.1948 -3.3345
H 1.4904 1.3957 -2.2225
H 3.2447 1.2018 -2.1809
H 1.1843 -1.1595 -1.7756
H 3.4910 -2.0278 1.0450
H -0.2861 -1.6997 2.2537
H -1.9762 -1.4776 1.4842
H -0.6989 0.7683 3.2610
H -2.4594 0.6919 2.8649
H -1.7952 -0.3754 3.8023
H -1.6782 2.0279 -2.7348
H -3.8877 1.4629 -1.1831
```

As for the HOMO energy (alpha / beta): -0.287 / -0.287 Eh. The HOMO-LUMO gap (alpha / beta) comes out at 7.94 / 7.94 eV.

***

*Q*
A 2-piece molecular cluster, C8H12N6 overall. Source: OMol25; level of theory: ωB97M-V with the def2-TZVPD basis set.

Structure (XYZ):
```
26
Properties=species:S:1:pos:R:3
C 2.7349 1.4993 3.1185
C 2.7158 0.1238 2.8326
C 2.6091 2.2030 1.9246
C 2.4449 1.3646 -0.3498
C -1.6828 -1.1831 0.2370
C 0.5824 -1.4409 -0.6714
C -1.1341 0.1461 -1.8618
C -0.5971 -0.4248 -0.5552
N 2.5243 -0.0618 1.5374
N 2.0893 1.7404 -1.4043
N -0.4888 1.8343 2.1251
N -0.3156 1.2173 1.1989
N 2.5063 1.2076 0.9629
N -0.0754 0.7901 0.1381
H 2.8431 2.1251 3.9261
H 2.7999 -0.7172 3.4423
H 2.5604 3.3024 1.8200
H -2.7131 -0.7336 0.5151
H -1.9005 -2.0439 -0.5408
H -1.2960 -1.5161 1.1508
H 0.1976 -2.4060 -0.4318
H 1.0305 -1.4738 -1.6118
H 1.2755 -1.1698 0.2214
H -1.8529 1.0028 -1.6607
H -0.2704 0.5076 -2.3184
H -1.7119 -0.4810 -2.5944
```

As for the HOMO energy: -0.334 Eh. The HOMO-LUMO gap comes out at 9.58 eV.

***

Relative to the most stable structure, the computed energies are *P* 0.0000; *Q* 0.0243, all in hartree.

***

*P*
CIN3O as an isolated structure. Source: OMol25; level of theory: ωB97M-V with the def2-TZVPD basis set.

Structure (XYZ):
```
6
Properties=species:S:1:pos:R:3
C 1.3886 -0.2950 0.2243
N -0.7220 1.2318 0.2901
N -0.9512 0.3638 -0.3830
N -1.3224 -0.4687 -1.1431
O 1.6155 -0.6139 1.2847
I -0.3439 -2.2238 -1.3606
```

As for the HOMO energy: -0.349 Eh. The HOMO-LUMO gap comes out at 8.36 eV.

***

*Q*
CIN3O as an isolated structure. Source: OMol25; level of theory: ωB97M-V with the def2-TZVPD basis set.

Structure (XYZ):
```
6
Properties=species:S:1:pos:R:3
C 1.9729 -2.2029 1.4616
N 0.7956 0.2314 -0.4737
N -0.1437 0.7775 -0.8158
N -1.0853 1.5072 -1.0467
O 1.4177 -1.2312 1.6322
I -2.9572 0.9180 -0.7577
```

As for the HOMO energy: -0.345 Eh. The HOMO-LUMO gap comes out at 8.44 eV.

***

Relative to the most stable structure, the computed energies are *P* 0.0085; *Q* 0.0000, all in hartree.

***

*P*
A single C3HNO2 molecule. Source: OMol25; level of theory: ωB97M-V with the def2-TZVPD basis set.

Structure (XYZ):
```
7
Properties=species:S:1:pos:R:3
C 0.9570 0.0767 0.0442
O 0.5728 -1.2404 -0.0124
N -0.7217 -1.4660 0.1336
C -1.3145 0.1091 -0.2202
C -0.1306 0.8453 -0.1575
O -1.3792 1.4189 0.1829
H 2.0162 0.2564 0.0294
```

As for the HOMO energy (alpha / beta): -0.344 / -0.344 Eh. The HOMO-LUMO gap (alpha / beta) comes out at 8.40 / 8.40 eV.

***

*Q*
A 2-piece molecular cluster, C3HNO2 overall. Source: OMol25; level of theory: ωB97M-V with the def2-TZVPD basis set.

Structure (XYZ):
```
7
Properties=species:S:1:pos:R:3
O 2.3587 -1.6568 0.2609
C 2.0433 -0.5947 -0.0738
C 2.6113 0.5946 -0.1917
O 2.3568 1.7294 -0.1694
C -0.5949 0.0603 1.0289
N 0.3332 0.5187 1.5284
H -1.2369 -0.3407 0.4248
```

As for the HOMO energy (alpha / beta): -0.320 / -0.319 Eh. The HOMO-LUMO gap (alpha / beta) comes out at 7.54 / 7.52 eV.

***

Relative to the most stable structure, the computed energies are *P* 0.1877; *Q* 0.0000, all in hartree.

***

*P*
A single C19H23NO2 molecule. Source: OMol25; level of theory: ωB97M-V with the def2-TZVPD basis set.

Structure (XYZ):
```
45
Properties=species:S:1:pos:R:3
C -7.0896 0.0850 -1.6937
O -6.5017 -0.5251 -0.5717
C -5.3024 -0.0513 -0.1276
C -4.7594 -0.7083 0.9764
C -3.5499 -0.3074 1.5024
C -2.8468 0.7579 0.9512
C -1.5107 1.1769 1.4962
C -0.3618 0.7042 0.5965
C -0.3019 -0.8231 0.4995
C 0.8578 -1.2154 -0.3970
O 0.7475 -1.3942 -1.5916
N 2.0392 -1.3140 0.2536
C 3.3068 -1.5403 -0.4240
C 3.9893 -2.7752 0.1547
C 4.1216 -0.2643 -0.3593
C 3.6129 0.8576 -1.0085
C 4.2794 2.0668 -0.9600
C 5.4707 2.1737 -0.2606
C 5.9844 1.0646 0.3862
C 5.3132 -0.1470 0.3413
C -3.3958 1.4075 -0.1438
C -4.6082 1.0161 -0.6850
H -8.0173 -0.4566 -1.8719
H -7.3182 1.1395 -1.5057
H -6.4489 0.0041 -2.5779
H -5.3077 -1.5337 1.4024
H -3.1455 -0.8299 2.3575
H -1.3758 0.7656 2.4988
H -1.4690 2.2664 1.5678
H 0.5845 1.0856 0.9907
H -0.4961 1.1122 -0.4068
H -0.1841 -1.2597 1.4931
H -1.2266 -1.1927 0.0559
H 2.0840 -1.1063 1.2387
H 3.0382 -1.7318 -1.4704
H 4.9310 -2.9594 -0.3548
H 3.3453 -3.6404 0.0164
H 4.1765 -2.6538 1.2199
H 2.6861 0.7700 -1.5569
H 3.8720 2.9270 -1.4707
H 5.9960 3.1165 -0.2226
H 6.9137 1.1396 0.9322
H 5.7349 -0.9975 0.8538
H -2.8696 2.2407 -0.5876
H -4.9980 1.5499 -1.5375
```

As for the HOMO energy: -0.306 Eh. The HOMO-LUMO gap comes out at 9.10 eV.

***

*Q*
C19H23NO2 as an isolated structure. Source: OMol25; level of theory: ωB97M-V with the def2-TZVPD basis set.

Structure (XYZ):
```
45
Properties=species:S:1:pos:R:3
C -0.0303 -0.4161 4.0315
H -0.6892 0.1615 4.7547
O 0.4974 0.4184 3.2769
C 1.3287 -0.1227 2.1203
C 1.9245 0.6961 1.1539
C 2.8386 0.4434 0.1576
C 3.0549 -0.8141 -0.1896
C 2.2726 -1.9844 0.7872
C 1.5622 -1.5818 1.8868
H 1.0452 -2.2204 2.4395
H 2.4797 -2.9339 0.7537
C 3.7397 -1.5183 -1.1911
H 4.6343 -1.1254 -1.4033
H 3.6864 -2.4323 -1.2326
C 3.0062 -0.9378 -2.5813
N 1.7254 -0.8822 -2.6059
C 0.7597 0.1623 -2.5863
O 1.2331 1.3006 -2.5698
C -0.7735 -0.2986 -2.0334
C -0.7052 -0.6927 -0.6646
H -0.2130 -0.2208 -0.0653
H -0.1623 -1.6908 -0.5419
C -2.2016 -0.7933 -0.1177
C -2.6786 0.6772 -0.0397
C -3.8483 0.7937 -0.8009
C -4.3436 2.3323 -0.8125
C -3.8325 3.1439 -0.0132
C -2.8861 2.6440 1.2204
C -2.2434 1.4530 0.8871
H -1.6154 1.1065 1.5881
H -2.5104 3.2579 1.9589
H -4.2167 4.0107 0.2388
H -5.0262 2.6973 -1.4961
H -4.1259 0.3613 -1.8926
H -2.2406 -1.3515 0.6679
H -2.8440 -1.3766 -0.7305
H -1.3567 0.4770 -2.2587
H -0.8993 -0.7899 -2.8341
H 1.2773 -1.8909 -2.3656
H 3.6334 -1.2815 -3.3188
H 3.2168 0.4380 -2.7132
H 3.4716 1.3200 -0.3129
H 1.9931 1.8548 1.5074
H 0.7315 -1.1543 4.4090
H -0.6694 -1.2396 3.5319
```

As for the HOMO energy: -0.299 Eh. The HOMO-LUMO gap comes out at 8.50 eV.

***

Relative to the most stable structure, the computed energies are *P* 0.0000; *Q* 0.5707, all in hartree.